# 1
ORCA calculation (the ωB97M-V functional and the def2-TZVPD basis) on a 2-piece molecular cluster, C3H6INO2 overall.

Calculated values
- highest occupied orbital energy (spin up / spin down) (eV) = -8.1 / -8.7
- energy above the lowest of the compared OMol25 structures with the same formula, charge and spin (kcal per mole) = 76.6
- LUMO (spin up / spin down) (eV) = -0.0877 / -0.3834
- orbital gap (spin up / spin down) (eV) = 8.0 / 8.3

Cartesian coordinates (Å):
C 0.176 1.004 0.600
C -0.538 -1.749 -0.275
C -0.221 0.684 -0.814
N 1.404 0.664 1.063
O -0.736 1.479 1.260
O -1.337 1.212 -1.206
I 1.245 0.633 -2.346
H -1.199 -1.359 0.426
H 0.313 -1.915 0.319
H -0.816 -2.413 -1.041
H 2.028 0.142 0.451
H 1.386 0.185 1.931
H -1.704 1.433 -0.368

Atomic partial charges in e from the natural (NBO) method, atoms 1 to 2: C 0.55; C -0.55

# 2
ORCA calculation (the ωB97M-V functional and the def2-TZVPD basis) on a 10-piece molecular cluster, C50H66F8N9O3P overall.

Calculated values
- highest occupied orbital energy (eV) = -8.1
- LUMO (eV) = 0.1191
- orbital gap (eV) = 8.3
- structure (SMILES) = CC(=O)OCCCCCPCCOCC(F)(F)C(F)(F)C(F)(F)C(F)F.c1cc[nH]c1.c1cc[nH]c1.c1cc[nH]c1.c1cc[nH]c1.c1cc[nH]c1.c1cc[nH]c1.c1cc[nH]c1.c1cc[nH]c1.c1cc[nH]c1

Cartesian coordinates (Å):
C 5.442 -1.506 0.911
C 4.708 -2.789 1.233
O 5.077 -3.560 2.025
O 3.529 -2.970 0.553
C 3.705 -3.598 -0.722
C 2.989 -4.940 -0.840
C 1.568 -4.944 -0.262
C 0.468 -4.810 -1.328
C -0.798 -4.148 -0.755
P -1.977 -5.402 -0.049
C -3.220 -4.553 1.070
C -2.675 -3.325 1.790
O -3.035 -2.127 1.116
C -2.476 -0.977 1.693
C -1.191 -0.592 0.921
F -0.169 -1.237 1.539
F -1.183 -1.044 -0.311
C -0.820 0.900 0.976
F -0.685 1.237 2.255
F 0.383 1.044 0.438
C -1.796 1.842 0.230
F -1.057 2.836 -0.259
F -2.381 1.256 -0.814
C -2.892 2.514 1.115
F -4.038 1.865 1.016
F -3.115 3.730 0.594
H 6.253 -1.337 1.609
H 5.800 -1.567 -0.120
H 4.702 -0.703 0.924
H 3.298 -2.913 -1.476
H 4.760 -3.730 -0.985
H 2.943 -5.189 -1.906
H 3.605 -5.720 -0.389
H 1.417 -5.859 0.313
H 1.440 -4.125 0.448
H 0.243 -5.761 -1.816
H 0.849 -4.145 -2.111
H -1.291 -3.536 -1.514
H -0.505 -3.478 0.051
H -2.740 -5.806 -1.178
H -3.497 -5.304 1.808
H -4.147 -4.309 0.545
H -3.130 -3.311 2.791
H -1.595 -3.443 1.937
H -3.188 -0.154 1.786
H -2.151 -1.220 2.710
H -2.596 2.683 2.149
C 3.132 3.304 -3.340
C 3.723 4.249 -2.459
C 2.895 4.367 -1.374
N 1.828 3.532 -1.566
C 1.967 2.877 -2.759
H 3.520 2.974 -4.290
H 4.648 4.781 -2.606
H 2.974 4.970 -0.485
H 1.060 3.416 -0.930
H 1.226 2.168 -3.092
C -8.966 -3.201 0.644
C -8.782 -2.784 1.989
C -7.441 -2.566 2.168
N -6.809 -2.839 0.985
C -7.732 -3.222 0.050
H -9.899 -3.455 0.167
H -9.546 -2.658 2.738
H -6.884 -2.242 3.031
H -5.818 -2.767 0.826
H -7.431 -3.475 -0.953
C -1.402 0.444 -5.715
C -2.124 1.659 -5.570
C -2.401 1.814 -4.238
N -1.879 0.738 -3.570
C -1.263 -0.099 -4.464
H -1.026 0.019 -6.631
H -2.407 2.341 -6.355
H -2.924 2.592 -3.708
H -1.938 0.586 -2.580
H -0.783 -1.005 -4.132
C -5.360 -8.180 0.438
C -5.204 -9.134 -0.603
C -5.604 -8.537 -1.768
N -5.999 -7.261 -1.473
C -5.850 -7.034 -0.132
H -5.138 -8.318 1.483
H -4.839 -10.143 -0.505
H -5.642 -8.909 -2.778
H -6.345 -6.593 -2.139
H -6.106 -6.079 0.300
C 7.191 4.785 -0.575
C 8.590 4.627 -0.776
C 8.848 3.283 -0.806
N 7.662 2.623 -0.626
C 6.647 3.531 -0.490
H 6.648 5.713 -0.503
H 9.321 5.411 -0.888
H 9.770 2.741 -0.937
H 7.553 1.626 -0.600
H 5.630 3.207 -0.344
C 11.156 7.333 1.123
C 11.746 8.277 2.007
C 10.917 8.395 3.091
N 9.848 7.563 2.894
C 9.988 6.909 1.700
H 11.545 7.003 0.174
H 12.674 8.807 1.864
H 10.993 8.997 3.981
H 9.079 7.450 3.529
H 9.247 6.203 1.366
C 11.456 12.609 6.352
C 11.703 11.562 5.424
C 11.287 12.000 4.195
N 10.797 13.267 4.344
C 10.900 13.648 5.655
H 11.665 12.600 7.409
H 12.137 10.598 5.636
H 11.298 11.520 3.229
H 10.419 13.832 3.606
H 10.568 14.621 5.977
C -12.722 -6.560 1.465
C -12.537 -6.141 2.809
C -11.196 -5.922 2.986
N -10.565 -6.196 1.805
C -11.488 -6.580 0.872
H -13.654 -6.815 0.988
H -13.301 -6.014 3.559
H -10.639 -5.597 3.849
H -9.576 -6.123 1.646
H -11.187 -6.835 -0.131
C -6.887 -1.420 -4.646
C -6.778 -0.842 -3.354
C -5.476 -0.444 -3.196
N -4.795 -0.763 -4.338
C -5.648 -1.353 -5.228
H -7.773 -1.836 -5.097
H -7.565 -0.729 -2.625
H -4.977 0.037 -2.371
H -3.816 -0.590 -4.499
H -5.300 -1.675 -6.195

Atomic partial charges in e from the Löwdin method, atoms 1 to 2: C 0.02; C -0.56

# 3
ORCA calculation (the ωB97M-V functional and the def2-TZVPD basis) on CH6P2S as an isolated structure.

Calculated values
- highest occupied orbital energy (eV) = -7.6
- energy above the lowest of the compared OMol25 structures with the same formula, charge and spin (kcal per mole) = 68.5
- LUMO (eV) = 0.5855
- orbital gap (eV) = 8.2

Cartesian coordinates (Å):
C -0.556 -0.348 0.446
P -1.482 0.820 -0.606
P 1.035 -0.558 -0.487
S 2.383 0.954 0.035
H -1.115 -1.308 0.425
H 1.475 1.443 1.001
H -0.677 1.821 -0.177
H -2.440 1.222 0.363
H 1.835 -1.567 -0.137
H 1.355 -0.276 -1.702

Atomic partial charges in e from the natural (NBO) method, atoms 1 to 2: C -1.08; P 0.27